Formula: C38H99N5O14
Source: the Open Molecules 2025 dataset
Level of theory: ωB97M-V with the def2-TZVPD basis set

The geometry in XYZ format:
```
156
Properties=species:S:1:pos:R:3:forces:R:3
O 0.586 3.048 -3.320 -0.76 0.20 0.63
O -4.127 -2.371 2.821 -0.47 0.42 0.06
O -0.261 3.110 2.466 -0.42 -0.07 0.04
O -0.973 2.945 -8.385 -0.19 0.03 -1.05
O -1.745 2.673 0.007 -1.26 -0.69 0.36
O 2.277 -0.022 -0.174 0.62 0.03 0.07
O 5.073 -1.880 2.355 -0.09 -0.26 0.58
O -3.057 -0.549 7.116 -1.41 0.41 0.18
O -2.585 -3.332 -1.687 -0.03 0.74 -1.07
O -5.159 -0.418 -4.953 -1.03 -1.00 1.29
O 3.637 4.368 6.422 0.58 1.07 0.32
O 5.761 0.784 -3.373 0.80 0.72 0.47
O 1.845 -5.023 2.994 -0.79 0.04 0.30
O 2.349 -5.043 -1.593 -0.41 1.79 -0.42
N 2.110 3.209 4.419 0.79 -0.27 0.23
N -5.202 -1.206 5.212 0.10 0.92 -0.12
N -1.547 3.425 -5.590 -0.12 1.63 0.09
N 5.318 -0.272 0.138 0.46 0.76 -0.83
N -2.555 -1.652 -4.048 -0.40 -0.15 -0.49
C -0.890 1.953 -7.374 -1.15 -0.27 -0.88
C 5.163 -2.514 1.087 -0.35 0.39 0.17
C -5.325 -1.233 6.702 0.90 -0.19 -1.74
C 3.255 -4.076 -2.187 -0.29 -0.84 -1.00
C 1.611 2.032 3.659 0.10 0.93 -0.10
C -1.344 2.471 -9.688 0.21 -0.57 0.39
C -3.062 2.055 0.225 1.40 0.74 1.29
C -3.968 -0.364 -5.652 0.85 0.65 -0.94
C -2.654 -0.462 -4.861 -0.03 0.56 0.16
C 0.945 2.380 -2.121 1.04 -0.22 -0.81
C 5.918 -1.603 0.133 -0.32 -0.21 0.60
C 5.173 0.172 -2.254 -0.64 -1.17 -1.08
C -1.439 -1.744 -3.103 -1.41 0.15 -0.85
C 1.509 -0.756 0.759 -0.57 1.49 -0.03
C 2.494 -2.879 -2.752 -0.25 -1.04 0.80
C 4.083 4.661 5.055 -1.97 -0.97 1.55
C -0.770 3.530 -3.220 1.32 -0.13 -0.73
C 0.076 -4.207 1.401 0.27 -0.16 0.50
C 5.881 0.527 -0.976 0.04 0.52 -0.40
C 1.370 -4.918 1.642 1.15 -0.35 0.67
C 0.057 -0.416 0.574 -0.79 0.30 -0.38
C -2.101 0.354 7.614 -0.51 0.85 0.80
C -3.644 -2.324 1.484 -0.40 -0.54 0.15
C -1.392 -3.082 -2.434 0.13 -0.15 0.52
C 0.092 2.136 3.422 0.64 -0.67 -0.21
C 4.212 5.233 7.426 -0.29 0.17 -0.69
C -4.450 -0.212 7.416 0.64 0.12 -0.95
C -2.748 -4.669 -1.295 0.03 0.40 0.01
C 4.351 -2.659 3.333 -0.16 -0.78 -1.70
C -5.943 -2.206 4.457 0.69 -0.09 -0.09
C 5.216 0.332 -4.570 -0.72 -0.23 -0.13
C 3.593 3.434 4.303 -0.98 -0.33 0.03
C -5.502 0.617 -4.065 0.79 1.50 -1.01
C -1.061 4.294 -4.499 -0.99 -0.20 0.61
C -5.542 -2.188 2.951 0.03 -0.08 0.76
C -3.417 1.028 -0.763 0.04 -0.26 -1.73
C -0.474 4.380 3.023 0.37 0.99 0.83
C -0.510 2.589 -6.090 0.79 -1.32 0.16
H 3.843 5.032 8.438 -0.15 -0.64 -0.40
H -3.856 -1.380 1.006 0.18 0.64 0.00
H -0.167 0.651 0.731 0.19 -0.30 0.01
H -0.757 -4.722 1.895 -0.03 -0.09 -0.41
H 3.207 -2.139 -3.096 -0.07 0.26 -0.04
H 1.852 3.139 5.395 0.06 -0.02 0.10
H -2.539 0.501 -4.315 -0.04 -0.33 0.24
H 3.593 5.556 4.691 -0.20 0.36 -0.03
H 2.213 -4.402 1.167 -0.35 -0.12 -0.35
H -2.267 1.399 7.302 -0.19 -0.23 -0.39
H -1.394 3.289 -10.390 0.25 0.58 0.13
H 5.763 1.622 -0.894 -0.14 -0.46 0.67
H -0.534 -3.026 -1.766 0.22 -0.29 0.40
H -5.672 -3.197 4.868 -0.63 -0.08 -0.25
H -1.165 -3.868 -3.163 -0.41 -0.09 0.00
H 3.747 -4.611 -3.016 0.23 0.32 0.21
H 1.814 -3.177 -3.558 0.23 0.02 0.07
H -4.266 -1.205 4.814 0.09 0.07 0.86
H 4.764 -3.671 3.460 0.47 0.29 0.08
H -6.028 -3.014 2.439 -0.30 -0.28 -0.04
H 5.292 5.080 7.411 0.14 0.30 0.13
H 4.185 2.572 4.683 -0.25 0.25 -0.57
H -0.195 1.179 -7.685 0.34 -0.21 0.05
H 3.676 3.623 3.241 0.80 -0.31 -0.37
H -3.903 0.603 -6.218 -0.06 -0.55 0.17
H -4.663 -0.284 8.473 0.23 -0.21 0.60
H 0.480 3.043 -6.149 0.11 0.40 -0.15
H -1.903 4.008 -6.365 0.34 -0.34 0.65
H -0.264 -0.643 -0.462 0.05 -0.07 0.52
H 5.176 -0.913 -2.460 0.28 -0.09 0.36
H -6.386 -1.039 6.876 0.16 -0.23 0.52
H -0.792 4.181 -2.346 -0.41 0.09 0.11
H -1.134 0.052 7.211 -0.02 -0.11 0.45
H -1.468 2.698 -3.112 -0.07 -0.07 0.20
H -4.126 -3.063 0.829 0.04 -0.21 0.30
H 1.818 1.036 4.100 0.14 0.38 0.06
H 4.135 0.573 -4.608 0.27 -0.25 -0.11
H 5.146 4.806 5.022 0.71 -0.18 -0.08
H 0.318 1.506 -2.004 -0.17 -0.26 0.42
H -2.823 0.128 -0.735 0.29 -0.33 0.24
H -3.839 2.803 0.201 -0.14 0.63 0.08
H -1.834 -0.432 -5.588 -0.05 -0.10 -0.14
H -1.887 4.947 -4.228 -0.11 0.34 -0.23
H 4.334 -2.150 4.284 -0.06 0.32 0.02
H 4.103 0.382 -2.239 -0.25 0.47 0.38
H -4.080 -1.191 -6.363 0.39 0.16 0.02
H -0.439 2.272 4.364 -0.07 0.31 0.21
H -0.169 4.910 -4.684 -0.11 -0.13 -0.49
H 5.498 0.192 1.020 0.02 -0.17 0.02
H 0.035 -4.231 0.316 -0.74 0.33 -0.12
H 0.092 -3.203 1.800 0.05 0.40 -0.15
H 1.562 -1.804 0.572 0.67 -1.11 0.23
H -3.322 1.418 -1.791 -0.01 -0.01 0.32
H 1.980 2.068 -2.277 -0.07 -0.25 0.08
H 3.948 6.299 7.277 0.29 -0.41 -0.37
H -5.937 -1.267 2.497 0.57 0.12 -0.03
H -3.488 -1.908 -3.728 0.62 -0.03 0.54
H -0.693 5.082 2.224 0.15 -0.02 -0.14
H -2.688 -5.363 -2.135 0.53 -0.10 0.00
H -0.522 -1.636 -3.677 0.23 0.10 -0.02
H 4.158 -2.728 0.692 0.00 0.04 0.11
H 0.963 2.996 -1.221 -0.50 0.23 -0.04
H 6.970 -1.613 0.437 0.13 0.27 -0.06
H 1.750 -0.455 1.785 0.44 -0.50 0.06
H 1.280 -5.921 1.221 0.20 -0.12 -0.15
H -1.469 -0.950 -2.361 0.04 0.30 0.31
H 2.886 -5.760 -1.309 0.58 -1.03 0.42
H -2.573 -2.535 1.520 -0.16 0.17 -0.05
H 5.701 0.812 -5.410 0.19 0.22 0.02
H -2.147 0.450 8.736 0.41 -0.59 -0.78
H 3.352 -2.898 2.926 -0.01 0.53 0.46
H 1.116 -5.303 3.569 0.28 0.07 -0.26
H 0.415 4.678 3.599 -0.16 0.16 -0.44
H -2.038 -4.819 -0.494 0.32 -0.93 0.14
H -3.743 -4.795 -0.903 -0.43 0.18 0.28
H -0.273 1.193 3.019 0.13 -0.20 -0.05
H -1.363 2.836 0.892 0.00 -0.07 -0.39
H -5.546 1.546 -4.659 -0.57 0.03 -0.06
H -1.885 1.465 -7.214 0.43 0.24 -0.32
H 3.231 -0.091 0.055 -0.38 -0.13 -0.17
H -4.702 0.829 7.148 0.36 -0.27 -0.34
H -7.025 -1.987 4.520 0.33 -0.44 0.03
H 1.891 -2.513 -1.922 -0.03 0.55 -0.12
H -1.303 4.453 3.747 -0.15 -0.55 -0.26
H -0.524 -1.013 1.297 -0.04 0.22 -0.38
H 5.870 -2.005 -0.885 -0.04 -0.06 0.26
H -2.355 2.048 -9.696 0.11 -0.27 0.25
H -0.378 1.739 -5.417 0.09 0.01 0.34
H -6.484 0.422 -3.616 0.58 -0.12 0.01
H -4.701 0.916 -3.375 -0.29 -0.85 0.46
H -3.085 1.605 1.231 0.07 0.18 -0.13
H 5.708 -3.440 1.192 0.16 -0.61 -0.03
H 6.961 0.374 -1.143 -0.14 -0.16 0.26
H -0.625 1.732 -10.126 -0.42 0.37 0.63
H 4.012 -3.757 -1.469 -0.04 0.05 0.11
H -4.461 0.768 -0.629 -0.25 -0.20 0.04
H 5.368 -0.753 -4.668 -0.19 0.00 -0.05
H -4.964 -2.194 7.100 -0.59 -0.16 0.03
H 2.132 2.096 2.689 -0.35 -0.33 0.13
```
Forces are in eV/Å.

Output
Relative energy (zero: lowest compared OMol25 entry of this formula, charge and spin) in eV: 0.000
Electronic energy in eV: -77118.505
SMILES: COCCNCCOC.COCCNCCOC.COCCNCCOC.COCCNCCOC.COCCNCCOC.CCO.CCO.CCO.CCO